# 1
C34H61N4NdOP2S4Sb as an isolated structure at a distorted geometry. Source: the Open Molecules 2025 dataset; level of theory: wB97M-V/def2-TZVPD.

```
108
Properties=species:S:1:pos:R:3
Nd -0.647 -1.418 1.282
N 1.190 -3.320 0.783
C 1.968 -3.603 1.992
C 2.427 -2.373 2.765
N 1.412 -1.334 2.852
C 0.789 -1.209 4.191
C -0.318 -0.185 4.260
N -0.736 0.371 2.972
H 0.507 -4.085 0.649
H 1.820 -3.298 0.005
H 2.821 -4.231 1.757
H 1.334 -4.180 2.651
H 3.320 -1.951 2.288
H 2.697 -2.763 3.775
H 1.865 -0.431 2.674
H 1.550 -1.008 4.990
H 0.297 -2.173 4.385
H -0.065 0.620 4.981
H -1.206 -0.657 4.737
H -0.179 1.216 2.679
H -1.717 0.695 3.013
C 3.878 2.596 3.235
C 2.350 2.360 3.287
C 1.730 3.371 4.245
P 1.326 2.330 1.685
C 1.537 4.102 1.107
C 1.628 4.311 -0.410
C 0.387 4.982 1.664
C 2.375 1.357 0.579
C 3.655 1.856 0.377
C 4.655 1.089 -0.276
C 6.021 1.684 -0.453
C 4.349 -0.197 -0.665
C 3.032 -0.649 -0.564
C 1.977 0.196 -0.160
N 0.644 -0.001 -0.522
C 0.328 -0.180 -1.861
C 1.195 -0.602 -2.885
C 0.765 -0.952 -4.174
C -0.555 -0.813 -4.564
C -1.042 -1.264 -5.899
C -1.406 -0.178 -3.642
C -1.005 0.095 -2.332
P -2.175 0.802 -1.162
C -1.834 2.607 -1.281
C -1.608 3.133 -2.706
C -2.975 3.273 -0.499
C -3.846 0.573 -1.931
C -4.363 1.383 -3.096
C -4.109 -0.923 -2.089
H 4.287 2.441 4.246
H 4.182 3.615 2.941
H 4.383 1.847 2.618
H 2.184 1.353 3.675
H 2.035 4.421 3.963
H 2.178 3.218 5.266
H 0.637 3.276 4.334
H 2.493 4.431 1.558
H 0.704 4.054 -0.930
H 2.427 3.679 -0.821
H 1.819 5.360 -0.659
H -0.385 5.060 0.912
H 0.752 5.987 1.905
H -0.057 4.510 2.541
H 3.938 2.826 0.760
H 6.179 2.505 0.274
H 6.121 2.107 -1.480
H 6.791 0.917 -0.351
H 5.132 -0.868 -1.064
H 2.797 -1.606 -0.989
H 2.251 -0.630 -2.659
H 1.500 -1.267 -4.909
H -0.235 -1.179 -6.632
H -1.930 -0.672 -6.217
H -1.410 -2.333 -5.841
H -2.393 0.127 -3.982
H -0.891 2.762 -0.707
H -2.550 3.271 -3.230
H -0.945 2.470 -3.326
H -1.143 4.133 -2.619
H -3.913 3.343 -1.090
H -2.642 4.293 -0.220
H -3.145 2.757 0.452
H -4.479 0.926 -1.066
H -3.726 1.385 -4.010
H -4.489 2.438 -2.837
H -5.372 0.994 -3.334
H -4.071 -1.478 -1.132
H -3.368 -1.428 -2.741
H -5.109 -1.115 -2.507
S -3.474 -1.832 5.468
Sb -3.600 -2.753 3.371
S -1.431 -3.595 2.883
S -3.403 -1.065 1.648
S -5.239 -4.127 2.528
C -2.135 -5.513 -2.561
C -2.780 -5.931 -1.243
C -2.917 -4.599 -0.452
O -1.852 -3.717 -0.964
C -1.255 -4.319 -2.170
H -2.889 -5.165 -3.309
H -1.557 -6.302 -3.060
H -2.160 -6.616 -0.650
H -3.765 -6.423 -1.385
H -2.781 -4.695 0.633
H -3.877 -4.094 -0.668
H -0.233 -4.668 -1.920
H -1.234 -3.538 -2.927
```

The value obtained for the energy relative to the best compared isomer or geometry (same formula, charge and spin) is 0.000 eV. The total charge is -1. For the HOMO-LUMO gap (alpha / beta), the calculation gives 5.8 / 5.8 eV. The spin multiplicity is 4. The calculation puts the calculated total energy at -4703.69157 hartree. The strongest force on any atom is 0.0402 hartree/bohr.

=====

# 2
A single C4H7NO molecule at a distorted geometry. Source: the Open Molecules 2025 dataset; level of theory: wB97M-V/def2-TZVPD.

```
13
Properties=species:S:1:pos:R:3
C -1.208 -0.701 0.255
O -0.061 -1.533 0.223
C 1.080 -0.854 -0.229
C 0.526 1.060 0.879
N 0.585 0.556 -0.584
C -0.697 0.720 0.132
H -1.738 -0.850 1.198
H -1.868 -0.983 -0.579
H 1.818 -0.868 0.599
H 1.510 -1.314 -1.112
H 0.759 2.118 0.873
H 0.694 1.181 -1.409
H -1.400 1.469 -0.246
```

The value obtained for the energy relative to the best compared isomer or geometry (same formula, charge and spin) is 5.256 eV. For the HOMO-LUMO gap, the calculation gives 8.0 eV. The calculation puts the calculated total energy at -286.43851 hartree. The strongest force on any atom is 0.0297 hartree/bohr.